Record 1
{
  "formula": "C15H34N2O2RuSe4",
  "method": "the ωB97M-V functional and the def2-TZVPD basis",
  "homo_ev": [-9.6, -9.5],
  "total_charge": 1,
  "energy_ev": -287143.157,
  "gap_ev": [6.1, 6.1],
  "multiplicity": 2,
  "s_squared": 0.7618,
  "symbols": ["Ru", "C", "Se", "C", "C", "Se", "C", "H", "H", "H", "H", "H", "H", "H", "H", "H", "H", "O", "C", "C", "C", "O", "C", "Se", "C", "Se", "H", "H", "H", "H", "H", "H", "H", "H", "H", "H", "C", "C", "N", "C", "C", "C", "C", "N", "H", "H", "H", "H", "H", "H", "H", "H", "H", "H", "H", "H", "H", "H"],
  "coordinates": [[0.1318, 0.9059, -0.0814], [4.2095, 1.7094, -1.1130], [2.8426, 1.2286, 0.1915], [2.6342, 3.0029, 0.9650], [1.9940, 4.0044, 0.0282], [0.2584, 3.4459, -0.7023], [0.7750, 3.2339, -2.5652], [5.1082, 1.9473, -0.5509], [3.9030, 2.5533, -1.7258], [4.3950, 0.8498, -1.7517], [3.6183, 3.3577, 1.2750], [2.0279, 2.8501, 1.8568], [2.6265, 4.2407, -0.8270], [1.8053, 4.9345, 0.5642], [1.1195, 4.1954, -2.9362], [-0.1185, 2.9328, -3.1079], [1.5515, 2.4786, -2.6693], [-4.1911, -0.4443, 3.6514], [-3.9403, 0.9447, 3.5209], [-2.8025, 1.1707, 2.4920], [-2.6048, 2.6842, 2.5173], [-1.6090, 3.1420, 1.6133], [-3.3120, 0.5956, 1.1722], [-2.2693, 0.7791, -0.4792], [-1.6091, 0.3691, 3.0075], [0.1687, 0.5595, 2.2142], [-4.8732, -0.5794, 4.3151], [-3.6434, 1.3736, 4.4850], [-4.8383, 1.4685, 3.1738], [-2.3384, 2.9729, 3.5420], [-3.5688, 3.1475, 2.2769], [-1.6702, 4.1013, 1.5820], [-4.2833, 1.0347, 0.9356], [-3.4713, -0.4693, 1.3212], [-1.8505, -0.6906, 2.9634], [-1.4272, 0.6135, 4.0578], [-1.5763, -3.6607, -1.1944], [-0.2645, -3.7546, -0.4161], [0.8972, -3.1961, -1.1215], [1.8098, -4.1580, -1.7494], [1.3525, -4.6062, -3.1297], [1.0900, -1.8738, -1.1931], [2.2636, -1.3451, -1.9632], [0.2591, -1.0251, -0.6487], [-2.3791, -4.1039, -0.6055], [-1.5077, -4.2042, -2.1356], [-1.8579, -2.6319, -1.4183], [-0.0279, -4.7978, -0.2143], [-0.3464, -3.2689, 0.5615], [1.8714, -5.0143, -1.0773], [2.8095, -3.7335, -1.7865], [0.4229, -5.1712, -3.0736], [2.1075, -5.2488, -3.5813], [1.1887, -3.7534, -3.7900], [3.1795, -1.4422, -1.3747], [2.0967, -0.2961, -2.1917], [2.4027, -1.8858, -2.8958], [-0.5394, -1.4731, -0.2135]],
  "atomic_forces_ev_per_a": [[1.22, 0.22, -0.75], [-0.25, -0.01, -0.18], [-0.29, -0.02, 0.50], [0.11, 0.04, 0.01], [-0.01, 0.07, -0.08], [-0.38, -0.13, 0.37], [0.03, -0.09, 0.03], [0.01, 0.01, -0.02], [0.01, -0.01, 0.00], [0.01, -0.02, 0.02], [0.00, -0.03, 0.01], [0.00, -0.02, -0.03], [0.02, 0.00, 0.03], [0.00, 0.01, -0.03], [0.00, 0.00, -0.02], [0.00, 0.00, 0.00], [0.00, 0.01, -0.01], [0.05, 0.00, -0.02], [0.02, -0.03, -0.01], [-0.08, -0.05, 0.11], [-0.05, 0.01, 0.03], [-0.04, 0.04, 0.18], [-0.01, -0.08, -0.07], [0.03, 0.02, 0.06], [0.04, 0.04, 0.02], [-0.03, 0.08, -0.32], [-0.01, 0.01, -0.01], [0.01, 0.01, 0.00], [0.01, 0.01, 0.00], [-0.01, 0.02, -0.01], [0.03, 0.02, -0.01], [-0.05, 0.05, -0.03], [0.05, 0.06, -0.05], [-0.06, 0.02, 0.01], [-0.01, 0.01, 0.02], [0.04, 0.02, -0.02], [0.08, 0.00, 0.02], [-0.05, 0.05, 0.00], [0.03, 0.00, 0.03], [-0.03, -0.01, -0.03], [0.01, -0.01, 0.00], [0.03, 0.09, -0.08], [0.08, -0.02, 0.07], [-0.50, -0.34, 0.52], [0.00, -0.01, 0.01], [0.00, -0.01, 0.00], [0.01, 0.04, 0.01], [-0.01, 0.00, 0.00], [-0.01, -0.01, -0.03], [0.03, 0.02, -0.01], [0.01, 0.03, -0.02], [-0.01, 0.01, 0.00], [0.00, -0.02, -0.01], [0.01, 0.00, 0.00], [-0.01, -0.02, -0.02], [0.00, -0.02, 0.03], [0.00, 0.00, -0.03], [-0.07, -0.03, -0.20]],
  "mulliken_spin": [0.694, 0.000, 0.000, -0.012, 0.003, 0.058, 0.001, 0.000, 0.000, 0.000, 0.000, 0.006, 0.000, 0.001, -0.003, 0.001, 0.001, 0.001, 0.001, -0.018, -0.004, 0.004, -0.002, -0.043, 0.015, 0.235, 0.000, 0.000, 0.000, 0.003, 0.001, -0.001, -0.002, 0.000, 0.012, -0.001, -0.001, 0.004, 0.010, -0.001, 0.001, 0.001, -0.002, 0.030, 0.000, 0.000, 0.000, 0.001, 0.004, 0.000, 0.000, 0.000, 0.000, 0.000, 0.001, 0.002, -0.001, -0.001]
}

***

Record 2
{
  "formula": "C15H34N5O16P2S",
  "method": "the ωB97M-V functional and the def2-TZVPD basis",
  "homo_ev": -11.6,
  "total_charge": 1,
  "energy_ev": -85714.584,
  "gap_ev": 6.4,
  "symbols": ["C", "S", "O", "O", "N", "C", "N", "C", "N", "P", "O", "O", "N", "P", "N", "H", "H", "H", "H", "H", "H", "H", "H", "H", "H", "C", "O", "C", "O", "O", "C", "H", "H", "H", "H", "H", "H", "C", "O", "C", "O", "O", "C", "H", "H", "H", "H", "H", "H", "C", "O", "C", "O", "O", "C", "H", "H", "H", "H", "H", "H", "C", "O", "C", "O", "O", "C", "H", "H", "H", "H", "H", "H"],
  "coordinates": [[-1.0789, 2.1057, -0.2482], [-2.4687, 0.9188, 0.1606], [-1.9110, -0.0345, 1.2878], [-2.8836, -0.0217, -1.0131], [-3.9066, 1.6574, 0.8209], [-4.4050, 2.9014, 0.5223], [-3.7782, 3.9080, -0.4167], [-4.7511, 5.0600, -0.2913], [-5.9347, 4.7942, 0.6163], [-7.2667, 5.9333, 0.9418], [-7.6526, 6.9088, -0.4536], [-6.8918, 7.0749, 2.2041], [-5.6901, 3.4941, 1.0924], [-6.8541, 2.7077, 2.2277], [-7.1047, 1.1772, 1.7580], [-0.0295, 1.5560, -0.1974], [-1.1346, 3.0422, 0.4885], [-1.1387, 2.5706, -1.3430], [-4.4583, 1.0825, 1.5244], [-4.6071, 6.0823, -0.8503], [-6.8799, 6.8518, -1.1052], [-6.7560, 6.4979, 3.0315], [-6.3902, 2.7043, 3.5913], [-8.1326, 3.4039, 2.1066], [-6.8610, 0.4861, 2.5047], [-1.1720, -2.8197, 2.2697], [0.0291, -3.4855, 2.6551], [0.9667, -3.5564, 1.6767], [0.8574, -3.1109, 0.5451], [2.0469, -4.2087, 2.1755], [3.1212, -4.3584, 1.2495], [-1.8496, -2.8215, 3.1279], [-0.9660, -1.7799, 1.9959], [-1.6594, -3.3494, 1.4450], [3.4988, -3.3801, 0.9349], [2.8054, -4.9497, 0.3840], [3.9305, -4.8932, 1.7543], [-3.8720, 9.5566, -5.7367], [-4.7409, 8.9575, -4.7772], [-5.9351, 8.5548, -5.2803], [-6.2982, 8.6649, -6.4409], [-6.6552, 8.0084, -4.2683], [-7.9449, 7.5370, -4.6538], [-2.9479, 9.8399, -5.2253], [-3.6221, 8.8438, -6.5292], [-4.3247, 10.4608, -6.1559], [-7.8579, 6.7436, -5.4030], [-8.5605, 8.3606, -5.0297], [-8.4316, 7.1210, -3.7673], [10.1001, -4.1999, 3.2273], [9.2312, -4.7989, 4.1867], [8.0370, -5.2017, 3.6837], [7.6739, -5.0915, 2.5231], [7.3169, -5.7481, 4.6956], [6.0272, -6.2194, 4.3102], [11.0242, -3.9166, 3.7387], [10.3500, -4.9127, 2.4347], [9.6474, -3.2957, 2.8080], [6.1142, -7.0129, 3.5609], [5.4116, -5.3958, 3.9342], [5.5405, -6.6355, 5.1966], [7.3578, -5.2369, 0.0669], [6.3577, -5.9010, -0.7032], [6.8476, -6.6988, -1.6856], [8.0279, -6.8777, -1.9422], [5.7969, -7.2628, -2.3329], [6.1644, -8.1342, -3.4003], [6.8537, -4.6274, 0.8219], [7.9953, -5.9637, 0.5807], [7.9563, -4.5746, -0.5667], [6.7542, -8.9768, -3.0252], [6.7153, -7.5876, -4.1726], [5.2470, -8.5282, -3.8462]],
  "atomic_forces_ev_per_a": [[0.78, 2.64, -0.76], [2.67, -9.63, -0.84], [-2.47, 4.98, -3.21], [1.00, 5.01, 3.66], [-1.58, 2.52, 0.51], [-1.21, 3.66, -1.25], [-6.25, 1.55, 3.73], [0.60, -3.73, 1.42], [7.35, 0.88, -4.57], [-4.38, 1.73, 1.46], [3.89, -2.11, 1.42], [0.97, -2.66, -1.24], [1.53, -1.19, -0.12], [-1.44, -4.44, -0.55], [1.22, 1.86, 1.37], [-2.68, 0.60, 0.37], [0.17, -2.32, -1.38], [-0.46, -1.33, 2.33], [0.92, 0.52, -1.26], [-0.29, -2.32, 1.19], [-1.57, 0.60, 0.76], [-0.35, 1.30, -1.53], [0.00, 1.02, -0.76], [1.68, 0.32, -0.07], [-0.19, 0.79, -0.85], [-0.34, 0.31, -0.14], [0.86, -0.21, -0.60], [0.02, 0.09, -0.36], [0.14, -0.57, 1.60], [-1.04, 0.56, -0.18], [0.47, -0.12, -0.39], [0.34, -0.17, 0.00], [0.00, -0.47, -0.06], [0.17, 0.20, 0.03], [-0.17, -0.18, -0.07], [0.05, 0.25, 0.10], [-0.33, 0.09, 0.11], [0.44, 0.30, -0.45], [-1.08, -0.49, -0.05], [0.02, 0.27, -0.96], [0.54, -0.24, 2.00], [0.67, 0.30, -0.34], [-0.57, -0.18, -0.22], [-0.32, -0.16, 0.15], [-0.20, 0.19, 0.07], [0.02, -0.28, -0.03], [-0.03, 0.28, 0.02], [0.18, -0.21, -0.07], [0.30, 0.16, -0.01], [0.39, 0.23, -0.36], [-1.16, -0.43, -0.29], [0.08, 0.02, 0.22], [0.71, -0.06, 2.79], [0.77, 0.52, -0.81], [-0.50, -0.23, -0.11], [-0.32, -0.18, 0.14], [-0.17, 0.18, 0.07], [0.01, -0.25, -0.04], [-0.02, 0.25, 0.02], [0.16, -0.16, -0.06], [0.35, 0.17, -0.04], [0.24, 0.41, -0.12], [0.12, -0.83, -1.16], [0.45, 0.07, 0.05], [-1.72, 0.23, 0.33], [0.62, 0.47, 0.55], [0.10, -0.32, -0.39], [-0.12, -0.43, -0.75], [-0.20, 0.24, -0.40], [0.03, -0.24, -0.04], [0.03, 0.25, -0.10], [0.05, -0.14, 0.23], [0.03, 0.24, 0.30]],
  "lowdin_charge": [-0.158, 0.811, -0.378, -0.333, -0.037, -0.204, 0.126, 0.035, -0.285, 0.935, -0.262, -0.297, -0.199, 0.745, -0.293, 0.124, 0.097, 0.107, 0.145, 0.162, 0.068, 0.079, 0.022, 0.018, -0.004, -0.056, -0.008, -0.558, 0.107, -0.010, -0.044, 0.096, 0.056, 0.104, 0.100, 0.105, 0.084, -0.047, -0.021, -0.561, 0.123, -0.033, -0.049, 0.095, 0.101, 0.103, 0.103, 0.105, 0.085, -0.043, 0.001, -0.522, 0.046, 0.002, -0.042, 0.097, 0.101, 0.100, 0.103, 0.090, 0.098, -0.065, -0.010, -0.560, 0.109, -0.015, -0.054, 0.076, 0.094, 0.104, 0.099, 0.098, 0.093]
}

***

Record 3
{
  "formula": "C15H35Cl2N2OOsP",
  "method": "the ωB97M-V functional and the def2-TZVPD basis",
  "homo_ev": [-5.4, -7.5],
  "energy_ev": -57948.732,
  "gap_ev": [5.6, 7.0],
  "multiplicity": 5,
  "s_squared": 6.0137,
  "symbols": ["Os", "Cl", "Cl", "H", "H", "P", "C", "C", "C", "C", "H", "C", "H", "H", "H", "H", "H", "H", "H", "C", "C", "H", "H", "H", "H", "H", "H", "C", "H", "C", "H", "H", "H", "H", "H", "H", "C", "N", "C", "C", "C", "N", "C", "C", "O", "H", "H", "H", "H", "H", "H", "H", "H", "H", "H", "H", "H"],
  "coordinates": [[-0.4870, -0.0244, 2.2587], [0.5526, -0.4784, 0.3328], [-2.3253, -0.9205, 1.3809], [-0.8080, 1.4783, 2.2182], [1.0223, -0.0409, 2.6880], [0.0810, 0.2003, -3.6964], [1.7573, -0.3753, -4.3043], [-1.1169, -0.6981, -4.8160], [0.0827, 1.9534, -4.3340], [2.3039, -1.4219, -3.3253], [2.3783, 0.5309, -4.2166], [1.8255, -0.8636, -5.7492], [1.2505, -1.7855, -5.8999], [2.8740, -1.0885, -5.9859], [1.4842, -0.1183, -6.4754], [2.2622, -1.0560, -2.2929], [3.3496, -1.6427, -3.5726], [1.7391, -2.3618, -3.3785], [1.0869, 2.3099, -4.0539], [-0.9462, 2.7830, -3.5551], [-0.0635, 2.1010, -5.8446], [0.7752, 1.6605, -6.3930], [-0.0812, 3.1711, -6.0896], [-0.9968, 1.6625, -6.2195], [-0.8129, 2.6568, -2.4742], [-1.9760, 2.5051, -3.8105], [-0.8144, 3.8456, -3.7921], [-1.1233, -2.1896, -4.4700], [-0.7471, -0.5594, -5.8433], [-2.5293, -0.1196, -4.7061], [-0.1665, -2.6892, -4.6607], [-1.8797, -2.7010, -5.0796], [-1.3851, -2.3409, -3.4132], [-2.8536, -0.0691, -3.6572], [-3.2296, -0.7750, -5.2412], [-2.6300, 0.8782, -5.1481], [1.8159, 1.3433, 4.9862], [0.9401, 0.5310, 5.8096], [1.5207, 0.1044, 7.0709], [0.4122, -0.0058, 8.0812], [-0.6907, -0.9188, 7.6087], [-0.9173, -0.8030, 6.1837], [-2.0938, -1.4891, 5.6973], [-0.1997, -0.0141, 5.3493], [-0.6277, 0.2059, 4.1709], [2.2886, 2.0916, 5.6366], [1.2568, 1.8501, 4.1927], [2.6208, 0.7346, 4.5483], [2.0463, -0.8623, 6.9427], [2.2496, 0.8821, 7.3268], [-0.0012, 0.9949, 8.2828], [0.8236, -0.3729, 9.0233], [-1.6268, -0.6807, 8.1323], [-0.4456, -1.9679, 7.8415], [-2.0341, -2.5506, 5.9705], [-3.0123, -1.0862, 6.1553], [-2.1784, -1.4034, 4.6100]],
  "atomic_forces_ev_per_a": [[2.19, -2.59, -1.62], [0.50, -0.10, -0.93], [-2.15, -1.03, -0.17], [-0.90, 4.07, -0.47], [1.37, -0.33, 0.40], [-0.12, -0.09, 0.29], [-0.33, 0.08, 0.06], [0.47, 0.30, -0.25], [-0.02, -0.32, 0.04], [0.21, 0.03, -0.08], [-0.08, -0.21, 0.01], [0.41, -0.12, -0.12], [0.13, 0.22, 0.02], [-0.15, -0.06, -0.08], [0.04, -0.24, 0.19], [-0.02, -0.11, -0.19], [-0.09, -0.07, 0.07], [0.08, 0.20, 0.03], [-0.23, -0.02, 0.01], [0.10, 0.16, -0.06], [-0.03, 0.47, -0.15], [-0.21, 0.10, 0.14], [-0.04, -0.12, -0.11], [0.23, 0.10, 0.07], [-0.07, -0.01, -0.22], [0.21, 0.05, 0.07], [-0.10, -0.08, 0.02], [-0.17, -0.12, 0.04], [-0.26, -0.18, 0.11], [-0.18, -0.11, 0.03], [-0.16, 0.19, 0.11], [0.09, 0.04, 0.10], [0.08, 0.03, -0.21], [0.05, 0.01, -0.20], [0.07, 0.09, 0.11], [0.11, -0.20, 0.16], [0.19, 0.31, -0.39], [0.04, 0.03, -0.43], [-0.06, -0.23, -0.31], [0.05, 0.58, 0.86], [0.15, -0.46, 0.27], [-0.02, 0.35, -0.64], [-0.61, -0.31, -0.24], [-0.03, -0.24, 0.15], [-0.66, 0.07, 3.51], [-0.22, -0.09, -0.21], [0.17, -0.21, 0.18], [-0.27, 0.14, -0.03], [-0.11, 0.37, 0.06], [-0.14, -0.38, 0.23], [0.19, -0.23, -0.13], [-0.14, -0.01, 0.02], [0.16, -0.08, -0.12], [-0.10, 0.20, -0.10], [0.05, 0.18, -0.09], [0.32, 0.01, -0.13], [0.03, -0.05, 0.33]],
  "mulliken_spin": [3.005, 0.179, 0.262, 0.382, 0.036, 0.008, -0.004, -0.001, 0.001, 0.003, 0.000, 0.000, 0.000, 0.000, 0.000, 0.001, 0.000, 0.000, 0.000, -0.003, 0.000, 0.000, 0.000, 0.000, 0.002, 0.000, 0.000, -0.002, 0.000, 0.000, 0.000, 0.000, 0.002, 0.000, 0.000, 0.000, 0.004, 0.015, -0.003, 0.002, 0.000, 0.009, -0.003, -0.015, 0.112, 0.003, -0.015, 0.006, 0.002, 0.001, 0.000, 0.000, 0.000, 0.002, -0.005, 0.001, 0.012]
}

***

- Number 3 is which compound?
  C15H35Cl2N2OOsP